The following is a quantum chemistry calculation of C15H22N2O4 in the gas phase, from the OMol25 dataset.

Calculated values
F_max: 0.49 eV Å⁻¹
HOMO-LUMO gap: 10.12 eV
E_tot: -995.12169 a.u.
Net charge: 0
HOMO: -0.3459 hartree
Relative energy (zero: lowest compared OMol25 entry of this formula, charge and spin): 524.71 kJ/mol
LUMO level: 0.71 eV

Geometry as XYZ:
```
43
Properties=species:S:1:pos:R:3:forces:R:3
O -1.0396 3.5204 -1.3107 0.01 0.02 0.00
C -1.8203 2.8791 -0.6340 0.02 -0.21 -0.34
C -1.3106 2.0159 0.5168 -0.05 0.25 0.19
C -1.0407 2.8691 1.7522 0.01 0.00 -0.02
O -2.2656 3.4589 2.1456 0.00 -0.01 -0.01
N -0.0810 1.4093 0.0549 -0.03 0.03 0.01
C 0.3049 0.1742 0.4645 -0.03 -0.02 -0.02
O -0.3624 -0.4930 1.2392 0.02 0.00 0.00
C 1.6134 -0.3233 -0.0948 0.00 -0.01 0.00
C 1.6028 -1.7783 -0.6358 0.00 -0.02 0.01
C 2.8728 -2.0421 0.1686 -0.05 0.06 0.02
C 2.6656 -0.7563 0.9639 0.02 0.00 -0.01
C 4.1957 -2.5297 -0.3856 -0.03 -0.01 0.02
C 3.4362 -3.3151 0.6210 0.04 0.00 -0.02
C 3.6882 -3.9718 1.9186 0.01 0.00 0.03
C 2.9565 -4.7003 0.7969 0.00 0.03 0.03
N -3.1610 2.8630 -0.9573 0.04 -0.43 0.23
C -3.5251 2.6529 -2.3745 -0.01 0.35 0.01
C -4.3864 1.3842 -2.3506 -0.08 0.01 -0.07
C -4.1038 0.8241 -0.9702 0.12 0.07 0.09
O -3.9465 1.9995 -0.1675 -0.06 0.01 -0.07
H -2.0148 1.2324 0.7770 0.00 0.00 0.01
H -0.6323 2.2149 2.5285 0.00 0.01 0.01
H -0.2934 3.6274 1.4921 0.00 0.00 0.00
H -2.1071 4.0399 2.8938 0.00 0.01 0.01
H 0.4743 1.9448 -0.5933 0.02 -0.01 0.01
H 2.0332 0.3759 -0.8185 0.00 0.00 0.00
H 0.7478 -2.3280 -0.2400 0.00 0.00 0.00
H 1.6544 -1.8957 -1.7177 0.01 0.00 0.00
H 3.5249 -0.0984 1.0904 0.00 -0.01 0.00
H 2.1927 -0.9425 1.9292 0.00 0.00 0.00
H 4.2063 -2.8879 -1.4084 0.02 0.01 -0.01
H 5.0911 -2.0110 -0.0631 0.02 -0.01 -0.01
H 4.6951 -4.2934 2.1517 0.00 0.00 -0.02
H 3.1047 -3.6543 2.7739 -0.02 0.00 -0.01
H 1.8924 -4.8572 0.9210 0.00 -0.02 -0.02
H 3.4873 -5.4971 0.2927 -0.02 -0.01 -0.01
H -4.0759 3.5087 -2.7586 0.01 0.01 0.02
H -2.6029 2.5530 -2.9443 -0.01 -0.02 -0.03
H -5.4414 1.6433 -2.4265 0.00 -0.01 -0.04
H -4.1373 0.6982 -3.1577 0.03 -0.02 0.02
H -4.9177 0.2443 -0.5429 0.01 0.02 0.03
H -3.1742 0.2421 -0.9405 -0.03 -0.05 -0.04
```
Forces are in eV/Å.

The following is a quantum chemistry calculation of C15H22N2OS in the gas phase, from the OMol25 dataset.

Calculated values
F_max: 0.85 eV Å⁻¹
HOMO-LUMO gap: 8.60 eV
E_tot: -1167.73512 a.u.
Net charge: 0
HOMO: -0.2904 hartree
Relative energy (zero: lowest compared OMol25 entry of this formula, charge and spin): 15.93 kJ/mol
LUMO level: 0.70 eV

Geometry as XYZ:
```
41
Properties=species:S:1:pos:R:3:forces:R:3
C -5.7672 -1.3172 0.0881 -0.18 -0.03 -0.13
O -4.6019 -1.1131 0.8481 0.29 0.10 0.15
C -3.7303 -0.1421 0.4575 0.08 0.09 -0.04
C -3.8786 0.6582 -0.6687 -0.35 -0.31 0.08
C -2.9175 1.6099 -0.9710 0.25 0.12 0.17
C -1.8089 1.7925 -0.1621 -0.06 0.11 -0.23
C -0.7317 2.7883 -0.5051 -0.25 0.17 0.05
N 0.5207 2.1074 -0.7587 0.35 -0.44 -0.19
C 1.5125 2.0260 0.1531 0.23 0.16 -0.11
S 1.6168 3.0427 1.4593 0.05 0.42 0.74
N 2.5013 1.1274 -0.0454 0.14 -0.18 -0.07
C 2.4775 -0.0330 -0.9127 -0.28 -0.22 -0.43
C 1.4400 -1.0723 -0.4530 0.03 0.18 0.14
C 1.8294 -1.6761 0.8927 -0.02 -0.21 -0.21
C 3.2021 -2.3343 0.8023 0.01 0.21 0.24
C 4.2523 -1.3113 0.3810 -0.06 -0.22 -0.19
C 3.8736 -0.6613 -0.9487 -0.01 0.20 0.08
C -1.6688 0.9899 0.9680 -0.12 -0.06 0.00
C -2.6108 0.0344 1.2743 -0.14 -0.08 -0.03
H -6.3887 -0.4165 0.0544 0.03 -0.03 -0.01
H -5.5320 -1.6351 -0.9332 -0.01 0.03 0.04
H -6.3136 -2.1118 0.5940 0.00 0.06 -0.08
H -4.7319 0.5517 -1.3200 -0.09 -0.05 -0.03
H -3.0451 2.2232 -1.8521 0.00 0.06 -0.09
H -1.0068 3.3680 -1.3908 -0.01 -0.01 0.10
H -0.5538 3.4716 0.3306 -0.03 -0.04 -0.24
H 0.4917 1.4102 -1.4873 0.03 -0.01 0.06
H 3.1999 1.1328 0.6825 -0.15 0.17 -0.03
H 2.2285 0.3025 -1.9305 0.07 -0.06 0.10
H 0.4527 -0.6113 -0.3733 -0.02 -0.02 -0.09
H 1.3829 -1.8614 -1.2061 -0.05 -0.04 -0.07
H 1.0795 -2.4107 1.1911 -0.03 0.05 0.07
H 1.8455 -0.8917 1.6521 -0.04 0.02 0.09
H 3.4728 -2.7669 1.7670 0.02 -0.09 -0.02
H 3.1677 -3.1439 0.0693 0.02 -0.09 -0.02
H 5.2256 -1.7946 0.2778 0.05 0.09 0.06
H 4.3483 -0.5531 1.1612 0.09 0.02 0.09
H 3.8845 -1.4212 -1.7326 0.00 0.00 -0.04
H 4.6051 0.1048 -1.2138 0.00 -0.01 -0.10
H -0.8133 1.1277 1.6128 0.13 0.02 0.10
H -2.5101 -0.5899 2.1477 0.01 -0.08 0.12
```
Forces are in eV/Å.

The following is a quantum chemistry calculation of C15H22N4 in the gas phase, from the OMol25 dataset.

Calculated values
F_max: 3.26 eV Å⁻¹
HOMO-LUMO gap: 7.16 eV
E_tot: -803.74901 a.u.
Net charge: 0
HOMO: -0.2776 hartree
Relative energy (zero: lowest compared OMol25 entry of this formula, charge and spin): 259.04 kJ/mol
LUMO level: -0.40 eV

Geometry as XYZ:
```
41
Properties=species:S:1:pos:R:3:forces:R:3
C -0.4549 -3.3289 -2.3293 0.05 1.44 -0.30
C -0.3561 -2.0692 -3.2520 -0.28 -1.09 -0.92
C -1.5246 -2.0834 -4.2724 0.81 0.31 -0.03
C -0.2832 -0.7330 -2.5285 -0.28 0.65 0.47
C 1.1123 -0.5547 -1.8978 -0.08 0.12 -0.01
C 1.2531 0.7283 -1.0953 -0.39 0.19 -0.24
C 0.1647 0.8617 -0.0322 0.21 -0.24 -0.44
N 0.3638 -0.1117 1.0498 -0.98 0.15 0.28
C 0.9629 0.3152 2.2488 1.01 -1.21 -2.86
N 2.2482 -0.1096 2.5007 -0.77 1.02 1.85
N 2.6482 0.4191 3.6543 0.35 -0.20 -0.15
C 1.6596 1.2421 4.1140 -0.46 0.37 -0.37
C 1.5599 2.1002 5.1833 -1.47 0.91 -0.35
C 0.3161 2.8937 5.2956 1.35 -0.70 -0.49
C -0.6975 2.8899 4.3452 1.05 -1.39 -0.15
N -0.5831 1.9840 3.3117 -0.17 0.43 -0.38
C 0.5618 1.2052 3.1615 -1.16 1.12 1.50
C -1.2091 0.7685 -0.7052 0.03 -0.17 0.67
C -1.4231 -0.5002 -1.4780 0.66 -1.22 0.11
H -0.4277 -4.2449 -2.8994 -0.09 -0.21 -0.27
H -1.3713 -3.2790 -1.7440 -0.10 -0.18 -0.02
H 0.3775 -3.3428 -1.6456 0.33 -0.12 0.39
H 0.5775 -2.1589 -3.8687 -0.58 -0.02 0.56
H -2.4573 -1.7367 -3.8292 -0.07 -0.12 0.04
H -1.6620 -3.0900 -4.6839 -0.05 0.25 -0.01
H -1.2513 -1.3852 -5.0828 -0.35 -0.32 0.13
H -0.3775 0.0895 -3.2752 -0.03 -0.46 0.18
H 1.3380 -1.4006 -1.2309 0.09 0.00 -0.37
H 1.8649 -0.5003 -2.7056 -0.25 -0.45 0.33
H 1.1569 1.5762 -1.7893 0.18 -0.03 0.16
H 2.2276 0.7516 -0.6183 0.22 0.20 0.04
H 0.2449 1.8609 0.3687 0.08 0.34 0.51
H 0.8186 -0.9556 0.7397 0.04 -0.05 -0.07
H 2.4091 2.2548 5.8600 -0.60 -0.14 -0.05
H 0.2227 3.5515 6.1321 -0.03 0.36 0.28
H -1.5806 3.5487 4.3898 0.60 -0.63 -0.10
H -1.2945 1.9451 2.5578 0.76 0.06 0.92
H -1.9870 0.8111 0.0661 0.02 0.32 -0.08
H -1.3106 1.5906 -1.3943 -0.12 0.68 -0.12
H -2.4433 -0.4878 -1.8987 0.51 -0.16 -0.14
H -1.3938 -1.3154 -0.7225 -0.08 0.18 -0.51
```
Forces are in eV/Å.

The following is a quantum chemistry calculation of C15H22N4O3S2 in the gas phase, from the OMol25 dataset.

Calculated values
F_max: 1.92 eV Å⁻¹
HOMO-LUMO gap: 8.86 eV
E_tot: -1825.90898 a.u.
Net charge: 0
HOMO: -0.3066 hartree
Relative energy (zero: lowest compared OMol25 entry of this formula, charge and spin): 0.00 kJ/mol
LUMO level: 0.51 eV

Geometry as XYZ:
```
46
Properties=species:S:1:pos:R:3:forces:R:3
C 1.2998 5.0878 0.4350 -0.11 -0.06 -0.03
O 2.6341 5.5233 0.5694 0.10 0.09 -0.11
C 3.2376 5.2063 1.7916 0.13 0.01 0.11
C 3.5193 3.7109 1.9966 -0.33 0.02 0.21
S 2.2877 2.8933 3.0813 0.30 0.33 0.29
C 1.5051 1.8164 1.9837 -0.44 -0.46 -0.03
N 1.7908 1.7003 0.7288 0.88 0.98 0.73
N 1.0488 0.7981 0.0976 -1.04 -1.29 -0.97
C 0.1894 0.2192 0.8639 0.32 0.57 0.88
N -0.6765 -0.7456 0.4285 -0.10 -0.11 -0.23
C -1.5589 -1.3606 1.2724 -0.20 -0.44 -0.48
O -1.6224 -1.0739 2.4461 -0.18 -0.06 0.29
C -2.4297 -2.4123 0.6095 -0.09 -0.01 0.16
C -3.3222 -1.7842 -0.4672 -0.07 0.02 -0.05
C -2.5643 -1.9980 -1.7750 -0.22 0.12 0.47
O -2.8169 -1.4722 -2.8323 -0.06 0.11 -0.46
N -1.5490 -2.8634 -1.5255 0.22 -0.06 0.29
C -0.6626 -3.4112 -2.5368 -0.01 0.00 -0.20
C 0.0591 -2.3163 -3.3554 0.00 0.08 -0.11
C -0.4321 -2.4903 -4.7928 0.13 0.00 -0.05
C -0.7109 -3.9861 -4.8942 -0.11 0.06 0.01
C -1.4054 -4.2833 -3.5690 0.08 -0.14 -0.01
C -1.5869 -3.4185 -0.1897 -0.06 -0.31 0.18
S 0.2101 0.7545 2.5325 0.67 0.44 -0.66
H 0.6995 5.3835 1.3040 -0.01 0.01 -0.01
H 1.2404 4.0031 0.3038 -0.02 0.08 0.02
H 0.9101 5.5744 -0.4570 -0.07 -0.03 0.02
H 2.6332 5.5837 2.6320 0.09 0.03 -0.09
H 4.1880 5.7468 1.7771 -0.06 -0.07 0.08
H 4.4763 3.5708 2.4956 0.02 -0.02 -0.06
H 3.5083 3.1764 1.0488 0.13 0.02 -0.01
H -0.6308 -0.9863 -0.5540 0.01 -0.04 0.08
H -3.0052 -2.8953 1.4002 0.14 0.09 -0.06
H -4.2811 -2.3004 -0.5396 0.00 0.00 -0.02
H -3.5259 -0.7264 -0.3052 -0.02 -0.02 -0.08
H 0.0720 -4.0126 -1.9936 -0.08 0.08 -0.04
H 1.1372 -2.4683 -3.2993 0.03 0.01 0.02
H -0.1621 -1.3200 -2.9769 0.07 0.03 0.06
H -1.3610 -1.9367 -4.9253 0.00 0.03 -0.04
H 0.2961 -2.1430 -5.5231 0.00 0.05 -0.06
H 0.2263 -4.5419 -4.9629 0.05 -0.05 -0.06
H -1.3307 -4.2426 -5.7512 0.03 -0.08 -0.06
H -2.4432 -3.9543 -3.6255 -0.03 -0.01 0.01
H -1.3870 -5.3398 -3.3037 -0.07 -0.04 0.03
H -0.5757 -3.5285 0.2130 -0.07 -0.02 -0.03
H -2.0644 -4.4071 -0.1932 0.07 0.06 0.07
```
Forces are in eV/Å.

The following is a quantum chemistry calculation of a molecular structure, C15H22O5, from the OMol25 dataset.

Calculated values
F_max: 19.56 eV Å⁻¹
HOMO-LUMO gap: 9.30 eV
E_tot: -960.42986 a.u.
Net charge: 0
HOMO: -0.3211 hartree
Relative energy (zero: lowest compared OMol25 entry of this formula, charge and spin): 1553.65 kJ/mol
LUMO level: 0.56 eV

Geometry as XYZ:
```
42
Properties=species:S:1:pos:R:3:forces:R:3
C -1.6906 -1.7939 -2.1714 0.13 0.08 -0.87
H -2.5087 -1.6898 -2.8289 -1.20 0.54 -0.58
O -1.7861 -1.0055 -1.0681 -2.01 0.97 1.65
C -0.9970 -1.4477 -0.0342 -1.27 0.61 2.76
O -1.1453 -2.9259 0.2497 -2.01 2.56 2.28
C -2.4576 -3.1377 1.0713 0.38 -1.18 -4.93
H -2.4652 -4.2402 1.4174 -0.13 2.00 -0.82
H -3.2642 -2.8129 0.2312 1.33 -1.38 2.25
H -2.5779 -2.4462 1.8477 0.38 0.93 1.32
C 0.4551 -1.2144 -0.3800 -2.40 3.25 4.76
C 1.2364 -0.9512 0.8815 5.14 -2.46 -11.20
C 2.5613 -0.5257 0.7446 5.81 3.72 2.40
C 3.3655 -0.2883 -0.5225 -2.32 7.99 3.36
C 3.1654 1.4971 -0.5585 -2.22 -4.70 -3.36
O 1.7780 1.7445 -0.8431 0.18 1.56 4.37
C 1.1220 2.2781 0.5739 -0.86 2.84 -9.74
C -0.2696 2.0091 0.4256 -4.74 1.73 2.18
C -1.0876 1.9354 1.6116 9.77 -0.54 -3.25
C -2.3223 1.9673 1.3987 -9.63 -1.53 6.81
C -3.0984 1.9478 0.3546 -0.98 0.57 -10.21
C -2.3772 2.0768 -1.0099 6.92 -0.90 18.27
C -1.0751 2.3184 -0.6958 5.04 -0.83 -6.23
H -0.3780 2.4772 -1.6910 -1.52 -0.06 2.40
H -2.8902 2.1618 -1.7034 -7.72 1.40 -12.24
H -4.1435 1.9587 -0.0576 0.37 -0.32 2.66
H -2.9140 1.7413 2.3593 0.49 0.75 -0.97
H -0.5402 1.7627 2.4864 -0.03 -0.09 1.68
H 1.5989 1.9681 1.3176 3.72 -3.99 6.20
H 1.3831 3.3420 0.6339 -0.39 0.21 -0.74
H 3.6795 1.6589 -1.4534 0.91 0.77 -1.50
H 3.6420 2.0468 0.1819 0.51 0.57 1.97
O 4.7038 -0.3496 -0.4654 1.75 -1.23 0.54
H 4.9126 -1.2175 -0.1212 0.68 -0.49 0.11
H 2.8969 -0.7576 -1.3009 -1.07 -0.99 -2.38
H 3.0434 -0.2702 1.7702 -0.31 1.84 -1.83
O 2.4475 -1.7970 0.9487 -1.87 -6.80 0.76
H 0.7809 -1.0731 1.6324 -6.19 -0.49 10.82
H 0.4767 -0.1913 -0.6251 -0.33 1.06 -2.39
H 0.7340 -1.9272 -1.0117 1.92 -2.59 -2.65
H -1.4741 -0.6046 0.9001 1.81 -3.05 -2.20
H -0.8295 -1.4427 -2.6633 1.42 -0.43 -1.31
H -1.6908 -2.7820 -1.8328 0.53 -1.88 -0.17
```
Forces are in eV/Å.